<1>
ORCA calculation (ωB97M-V/def2-TZVPD) on a single C3H5NO2S2 molecule.

Each line ends with the Löwdin charge.
Geometry (Å):
S 1.08 0.85 -0.17  0.9351
S -0.23 -2.93 1.36  0.7227
O 1.93 -1.47 1.24  -0.0164
O -1.26 -0.10 -1.73  -0.0510
N -0.90 -0.96 -0.71  -0.0064
C 0.71 -1.70 0.83  -0.8885
C 0.21 -0.66 -0.15  -0.6376
C -0.21 2.15 -0.13  -0.3804
H 2.25 -2.20 1.78  0.1078
H -2.16 -0.38 -1.86  0.0954
H -0.82 2.20 -1.07  0.0401
H -0.90 2.05 0.68  0.0311
H 0.31 3.14 -0.06  0.0481

- LUMO (eV) = -0.293
- orbital gap (eV) = 8.43


<2>
ORCA calculation (ωB97M-V/def2-TZVPD) on a single C3H5NO2S2 molecule.

Each line ends with the Löwdin charge.
Geometry (Å):
S 2.67 0.28 0.70  0.9389
S 2.08 -2.36 -0.49  0.7077
O 1.66 1.60 0.67  -0.4840
O 1.48 2.84 -1.27  0.0434
N 0.94 2.00 -0.62  -0.3162
C 1.85 -0.69 -0.34  -0.9315
C -0.03 1.17 -0.82  -0.0780
C -0.70 0.24 0.26  -0.0663
H -0.76 -0.77 -0.08  0.0495
H -1.77 0.49 0.38  0.0801
H 3.40 -2.51 -0.11  -0.1202
H -0.12 0.32 1.17  0.0567
H -0.55 1.23 -1.74  0.1199

- LUMO (eV) = -0.349
- orbital gap (eV) = 8.36


<3>
ORCA calculation (ωB97M-V/def2-TZVPD) on a single C3H5NO2S2 molecule.

Each line ends with the Löwdin charge.
Geometry (Å):
S 0.15 1.84 0.43  0.9336
S 3.08 0.45 0.58  0.7999
O 0.02 1.61 1.84  -0.4866
O -0.74 1.67 -2.39  0.0412
N -1.17 1.08 -0.33  -0.1759
C 1.35 0.46 -0.05  -0.6937
C -1.52 1.21 -1.63  -0.4357
C 1.63 -0.46 1.14  -0.4940
H -2.44 0.62 -1.92  0.1515
H -2.04 0.97 0.16  0.1055
H 0.90 -0.25 1.98  0.0867
H 1.63 -1.48 0.77  0.0610
H 1.41 0.11 -1.15  0.1065

- LUMO (eV) = 0.551
- orbital gap (eV) = 9.54


Which of them is least stable? Easy: <2>.


<1>
ORCA calculation (ωB97M-V/def2-TZVPD) on 2 unconnected molecules or ions with the total composition CH2O2S.

Each line ends with the Löwdin charge.
Geometry (Å):
S -1.87 0.67 1.65  0.7290
O -0.01 -0.04 -0.29  -0.0708
O -2.30 1.67 0.76  -0.6716
C 1.01 -0.50 -0.56  -0.2024
H 1.98 -0.41 -0.01  0.0762
H 1.18 -1.38 -1.56  0.1396

- LUMO (alpha / beta) (eV) = -0.787 / -0.809
- orbital gap (alpha / beta) (eV) = 7.72 / 7.66


<2>
ORCA calculation (ωB97M-V/def2-TZVPD) on 2 unconnected molecules or ions with the total composition CH2O2S.

Each line ends with the Löwdin charge.
Geometry (Å):
S -1.06 1.01 0.31  0.6970
O -1.99 -0.32 0.00  -0.5779
O 2.63 -0.17 -0.26  0.0300
C 1.97 -0.57 0.59  0.0200
H 0.19 0.53 0.36  -0.2506
H -1.75 -0.49 -1.00  0.0814

- LUMO (eV) = 0.274
- orbital gap (eV) = 9.58


Which of them is least stable? Easy: <1>.


<1>
ORCA calculation (ωB97M-V/def2-TZVPD) on a single C20H20N2O5 molecule.

Each line ends with the Löwdin charge.
Geometry (Å):
O -1.07 -4.60 0.06  -0.0468
O -0.95 4.94 -0.12  0.0720
O -1.27 -1.97 -2.18  0.0397
O 4.46 -2.69 1.31  0.0859
O 0.50 0.52 0.97  0.0518
N -0.07 1.89 -0.73  -0.0732
N -0.77 -0.73 -2.04  0.1141
C 2.98 -4.00 -0.66  -0.0134
C 0.57 3.02 -0.06  -0.0629
C -1.91 -3.93 -0.86  -0.1061
C -1.51 -2.50 -0.97  -0.2231
C 2.40 -3.48 0.49  -0.1369
C -0.05 0.70 -0.11  -0.3896
C -1.02 3.85 1.82  -0.0061
C -1.17 -1.59 -0.01  0.0670
C 1.05 -3.71 0.73  0.0472
C 0.88 -4.93 -1.34  0.0018
C 3.25 -2.66 1.40  -0.3971
C -0.69 -0.48 -0.76  -0.1683
C -0.71 2.20 -1.98  -0.0246
C -1.94 4.93 1.87  -0.0230
C -1.85 5.57 0.66  -0.3271
C 2.54 -1.79 2.40  -0.0052
C 0.29 -4.42 -0.19  -0.2662
C -2.56 6.76 0.12  -0.0111
C 2.23 -4.73 -1.56  -0.0560
C -0.44 3.90 0.59  -0.2517
H -1.88 -4.39 -1.85  0.1331
H 0.29 -5.48 -2.06  0.1206
H -2.92 -4.04 -0.45  0.1409
H -3.24 7.15 0.87  0.0831
H 1.86 -1.11 1.89  0.0627
H 1.97 -2.40 3.10  0.0864
H -1.23 -1.67 1.05  0.1297
H -1.27 1.34 -2.34  0.0702
H 2.69 -5.13 -2.46  0.1074
H 1.14 3.59 -0.81  0.1380
H -1.84 7.53 -0.15  0.0839
H 1.24 2.61 0.70  0.1314
H 4.03 -3.82 -0.83  0.1171
H 0.05 2.45 -2.73  0.1017
H -1.37 3.05 -1.85  0.0923
H 3.27 -1.22 2.96  0.0878
H -3.12 6.50 -0.77  0.0831
H -0.82 3.13 2.58  0.1127
H 0.56 -3.35 1.62  0.1198
H -2.57 5.20 2.69  0.1068

- LUMO (eV) = 0.447
- orbital gap (eV) = 8.92


<2>
ORCA calculation (ωB97M-V/def2-TZVPD) on a single C20H20N2O5 molecule.

Each line ends with the Löwdin charge.
Geometry (Å):
O -0.68 0.10 -0.52  0.1056
O -0.06 0.85 -3.27  0.1076
O -2.32 -2.60 1.05  -0.0017
O 0.74 -1.13 -2.55  0.0269
O 3.30 -0.59 -0.53  0.0767
N 1.90 1.16 -1.04  0.1421
N -1.68 -1.66 -1.48  0.0443
C 1.95 4.57 3.52  -0.2192
C 2.82 2.57 2.26  -0.0330
C 1.10 3.06 0.16  -0.0143
C -2.61 -3.36 -0.04  -0.2015
C -2.29 -2.92 -1.34  -0.1114
C 1.11 3.90 1.25  -0.0385
C -3.27 -4.94 -2.21  -0.0879
C 1.97 3.67 2.32  -0.2597
C -3.29 -4.55 0.15  0.0027
C -1.60 -0.94 -2.73  0.0040
C -1.21 -1.75 0.91  -0.0510
C 0.93 4.06 4.55  -0.0982
C -1.18 -1.00 -0.41  -0.3728
C 2.08 -0.67 -2.60  -0.0413
C -2.61 -3.74 -2.41  -0.0138
C 2.50 -0.03 -1.25  -0.4339
C 1.95 1.96 0.11  -0.2165
C 2.82 1.72 1.17  -0.0014
C -0.23 -0.27 -2.85  -0.4979
C -3.62 -5.34 -0.94  -0.0843
H 1.21 1.46 -1.72  0.1149
H -0.27 -2.33 0.98  0.1544
H -2.37 -0.16 -2.79  0.1537
H -0.06 4.03 4.11  0.0726
H 1.19 3.05 4.86  0.0729
H 0.42 3.24 -0.67  0.1164
H -1.24 -1.04 1.73  0.1467
H 2.70 -1.55 -2.77  0.1374
H -3.54 -4.84 1.15  0.1216
H 0.92 4.70 5.42  0.0662
H 1.68 5.58 3.23  0.1072
H -1.71 -1.63 -3.57  0.1251
H -2.36 -3.46 -3.42  0.1023
H 0.44 4.75 1.28  0.1135
H -4.15 -6.27 -0.78  0.1043
H 2.94 4.59 3.98  0.1074
H 3.49 2.38 3.08  0.1141
H 2.20 0.06 -3.41  0.1354
H 3.48 0.88 1.14  0.0988
H -3.51 -5.56 -3.06  0.1036

- LUMO (eV) = 0.612
- orbital gap (eV) = 8.70


Which of them is least stable? Easy: <1>.


<1>
ORCA calculation (ωB97M-V/def2-TZVPD) on a molecular structure, C2H4O2.

Each line ends with the Löwdin charge.
Geometry (Å):
O -0.12 0.53 -0.68  -0.2763
O -1.88 -0.08 1.09  0.1443
C -1.70 -0.05 -0.05  -0.0617
C 0.99 0.05 0.03  -0.1732
H 1.69 -0.46 -0.64  0.0778
H 1.51 0.89 0.51  0.0813
H 0.69 -0.65 0.83  0.0747
H -1.17 -0.22 -1.09  0.1330

- LUMO (eV) = 0.673
- orbital gap (eV) = 10.51


<2>
ORCA calculation (ωB97M-V/def2-TZVPD) on 2 unconnected molecules or ions with the total composition C2H4O2.

Each line ends with the Löwdin charge.
Geometry (Å):
O -0.63 -4.83 2.22  -0.0328
O 0.76 3.39 -2.03  -0.0450
C 1.50 4.18 -2.64  -0.1151
C -1.53 -4.13 2.68  -0.1287
H -1.89 -4.09 3.73  0.0827
H 1.36 4.38 -3.73  0.0800
H -2.02 -3.45 1.95  0.0788
H 2.45 4.55 -2.18  0.0801

- LUMO (eV) = 0.580
- orbital gap (eV) = 10.81


<3>
ORCA calculation (ωB97M-V/def2-TZVPD) on 3 unconnected molecules or ions with the total composition C2H4O2.

Each line ends with the Löwdin charge.
Geometry (Å):
O 0.95 0.80 0.39  0.0559
O 1.28 -1.30 -0.57  0.1710
C 0.90 -0.31 -0.10  -0.6059
C -1.21 -0.01 0.03  0.0605
H -1.50 0.82 0.65  0.0167
H 2.41 0.85 0.18  0.2607
H -1.44 -0.98 0.45  0.0203
H -1.39 0.13 -1.03  0.0208

- LUMO (alpha / beta) (eV) = -0.521 / -0.893
- orbital gap (alpha / beta) (eV) = 8.36 / 7.61


Which of them is least stable? Easy: <3>.


<1>
ORCA calculation (ωB97M-V/def2-TZVPD) on 2 unconnected molecules or ions with the total composition C2H4O2.

Each line ends with the Löwdin charge.
Geometry (Å):
O -0.07 0.74 1.27  -0.0561
O -1.00 -1.17 -0.67  -0.0279
C 1.13 0.96 1.05  -0.1385
C -0.29 -0.63 -1.51  -0.1670
H 0.39 -1.05 -2.38  0.1014
H -0.38 0.52 -1.67  0.0914
H 1.87 0.12 1.44  0.1071
H 1.61 1.86 0.53  0.0897

- LUMO (eV) = 0.239
- orbital gap (eV) = 10.35


<2>
ORCA calculation (ωB97M-V/def2-TZVPD) on 2 unconnected molecules or ions with the total composition C2H4O2.

Each line ends with the Löwdin charge.
Geometry (Å):
O 2.40 0.27 0.50  -0.0049
O -0.27 0.78 0.46  -0.1259
C -0.91 0.01 -0.53  -0.1964
C 2.64 -0.75 0.96  0.0153
H -0.82 -1.10 -0.53  0.0834
H -2.01 0.31 -0.49  0.0938
H -0.53 0.22 -1.56  0.0813
H -0.50 0.25 1.20  0.0534

- LUMO (eV) = 0.928
- orbital gap (eV) = 11.37


<3>
ORCA calculation (ωB97M-V/def2-TZVPD) on 2 unconnected molecules or ions with the total composition C2H4O2.

Each line ends with the Löwdin charge.
Geometry (Å):
O 1.92 -1.97 -0.27  -0.0607
O -2.37 1.11 0.44  -0.0561
C -1.66 1.12 -0.60  -0.1011
C 1.66 -1.08 0.60  -0.0826
H -2.05 0.66 -1.54  0.0831
H 1.98 -1.23 1.65  0.0824
H -0.61 1.50 -0.63  0.0715
H 1.14 -0.12 0.36  0.0634

- LUMO (eV) = 0.214
- orbital gap (eV) = 10.73


<4>
ORCA calculation (ωB97M-V/def2-TZVPD) on a single C2H4O2 molecule.

Each line ends with the Löwdin charge.
Geometry (Å):
O -1.20 0.56 -0.03  0.1034
O 0.63 -0.05 -1.15  0.0817
C -0.10 0.08 -0.02  -0.5782
C 0.59 -0.51 1.16  0.0068
H 0.25 0.55 -1.81  0.1208
H -0.11 -0.70 1.97  0.0869
H 1.43 0.06 1.54  0.0890
H 1.03 -1.45 0.83  0.0895

- LUMO (eV) = 0.789
- orbital gap (eV) = 11.44


Which of them is least stable? Easy: <1>.